Record 1
{
  "formula": "C24H53IO8S6",
  "method": "wB97M-V/def2-TZVPD",
  "symbols": ["C", "C", "C", "C", "C", "C", "C", "C", "C", "I", "C", "O", "C", "O", "C", "H", "H", "H", "H", "H", "H", "H", "H", "H", "H", "H", "H", "H", "H", "H", "H", "H", "C", "S", "O", "C", "H", "H", "H", "H", "H", "H", "C", "S", "O", "C", "H", "H", "H", "H", "H", "H", "C", "S", "O", "C", "H", "H", "H", "H", "H", "H", "C", "S", "O", "C", "H", "H", "H", "H", "H", "H", "C", "S", "O", "C", "H", "H", "H", "H", "H", "H", "C", "S", "O", "C", "H", "H", "H", "H", "H", "H"],
  "xyz": [[5.981, 2.327, 0.149], [5.448, 2.731, -0.845], [4.700, 3.176, -2.019], [3.199, 2.930, -1.813], [2.875, 1.465, -1.529], [1.378, 1.158, -1.390], [0.674, 1.978, -0.296], [0.145, 3.362, -0.675], [-0.843, 3.997, 0.310], [-0.496, 3.477, 2.359], [1.304, -0.320, -0.899], [0.045, -0.849, -1.423], [-0.491, 0.034, -2.281], [-1.638, -0.009, -2.631], [0.590, 1.015, -2.680], [6.366, 1.937, 1.060], [4.882, 4.246, -2.142], [5.049, 2.660, -2.915], [2.647, 3.259, -2.697], [2.904, 3.519, -0.945], [3.277, 0.848, -2.337], [3.353, 1.182, -0.588], [1.391, 2.075, 0.522], [-0.174, 1.400, 0.084], [0.966, 4.064, -0.801], [-0.367, 3.292, -1.637], [-0.711, 5.074, 0.296], [-1.883, 3.782, 0.090], [1.219, -0.394, 0.180], [2.087, -0.949, -1.314], [1.184, 0.494, -3.436], [0.121, 1.897, -3.106], [-4.180, -1.812, -2.823], [-5.041, -2.243, -4.335], [-6.494, -2.284, -4.002], [-4.469, -3.943, -4.391], [-4.429, -0.783, -2.576], [-4.516, -2.483, -2.031], [-3.105, -1.890, -2.969], [-4.760, -4.452, -3.473], [-3.385, -3.955, -4.502], [-4.932, -4.425, -5.250], [2.781, 1.288, 4.880], [3.158, 2.563, 3.669], [3.835, 1.886, 2.528], [4.430, 3.374, 4.642], [2.028, 0.633, 4.446], [3.687, 0.722, 5.097], [2.389, 1.754, 5.784], [5.213, 2.653, 4.877], [3.981, 3.768, 5.554], [4.842, 4.196, 4.057], [3.375, 6.936, 1.488], [4.773, 5.815, 1.625], [5.431, 6.113, 2.927], [5.769, 6.588, 0.348], [2.647, 6.642, 2.241], [3.710, 7.957, 1.669], [2.935, 6.842, 0.495], [5.938, 7.634, 0.605], [5.256, 6.501, -0.610], [6.717, 6.055, 0.307], [3.783, -4.874, -1.695], [2.675, -3.927, -0.645], [3.467, -2.794, -0.096], [2.548, -5.156, 0.658], [4.025, -4.256, -2.557], [4.690, -5.111, -1.141], [3.280, -5.784, -2.024], [3.543, -5.372, 1.046], [2.081, -6.057, 0.261], [1.925, -4.735, 1.444], [-5.643, -7.279, 0.103], [-5.308, -5.882, -0.974], [-4.265, -6.325, -1.940], [-4.488, -4.877, 0.262], [-6.127, -8.046, -0.496], [-4.702, -7.655, 0.504], [-6.307, -6.961, 0.907], [-3.629, -5.413, 0.666], [-5.197, -4.633, 1.053], [-4.152, -3.962, -0.223], [-8.411, -1.821, 2.995], [-7.251, -2.745, 1.984], [-6.023, -2.949, 2.800], [-6.898, -1.423, 0.822], [-8.720, -2.467, 3.814], [-7.917, -0.932, 3.387], [-9.278, -1.550, 2.392], [-6.507, -0.563, 1.366], [-7.807, -1.163, 0.281], [-6.152, -1.791, 0.120]],
  "total_charge": 0,
  "largest_force_ha_per_bohr": 0.02425,
  "orbital_gap_ha": 0.3189,
  "multiplicity": 1,
  "e_lumo_ev": 0.331
}

Record 2
{
  "formula": "H22O11",
  "method": "wB97M-V/def2-TZVPD",
  "symbols": ["O", "H", "H", "O", "H", "H", "O", "H", "H", "O", "H", "H", "O", "H", "H", "O", "H", "H", "O", "H", "H", "O", "H", "H", "O", "H", "H", "O", "H", "H", "O", "H", "H"],
  "xyz": [[0.391, 0.135, 1.673], [1.200, 0.645, 1.720], [-0.227, 0.615, 2.224], [-0.120, 2.116, -0.602], [-1.031, 2.313, -0.387], [0.283, 2.971, -0.752], [-0.752, -2.357, 0.171], [-0.995, -3.267, -0.001], [-0.018, -2.189, -0.421], [1.839, 1.326, -0.477], [1.685, 2.034, 0.149], [2.406, 0.713, -0.010], [1.054, 2.201, -2.263], [1.984, 2.001, -2.373], [0.771, 1.639, -1.542], [0.543, -2.295, -1.651], [1.341, -2.777, -1.435], [0.715, -1.400, -1.358], [0.044, -0.302, -0.519], [0.069, 0.648, -0.406], [0.026, -0.649, 0.373], [-2.059, 1.203, 0.871], [-1.712, 0.381, 0.525], [-1.660, 1.288, 1.736], [-1.338, 0.024, -2.040], [-1.114, 0.942, -1.883], [-0.665, -0.470, -1.572], [-1.955, -0.898, 0.725], [-1.348, -1.568, 0.410], [-1.654, -0.700, 1.612], [0.787, -1.787, 2.322], [0.428, -0.970, 1.976], [1.082, -1.565, 3.205]],
  "total_charge": 0,
  "largest_force_ha_per_bohr": 0.20574,
  "de_lowest_kcal_mol": 360.7,
  "orbital_gap_ha": 0.3009,
  "multiplicity": 1,
  "e_lumo_ev": -0.907
}